Below is a 13-piece molecular cluster, C36H98Cl6N2O34P8 overall, with properties calculated with ωB97M-V/def2-TZVPD.

## Properties
Orbital gap   9.9 eV
E_HOMO   -9.606 eV
Strongest force on any atom   1.48 eV Å⁻¹
Calculated total energy   -260984.16265 eV

```
184
Properties=species:S:1:pos:R:3:forces:R:3:mulliken_charge:R:1
C -4.0320 -0.6079 -2.7890 -0.85 0.55 -0.05 -0.739
C -2.5926 -0.9298 -3.0246 0.22 -0.67 0.06 0.470
O -1.9878 -1.7562 -2.3348 0.01 0.21 0.05 -0.316
N -1.9868 -0.3264 -4.0671 -0.14 0.47 -0.39 0.636
C -2.6378 0.5643 -5.0178 0.00 0.37 0.08 -1.195
H -4.6924 -1.3985 -3.1535 0.29 -0.27 0.07 0.360
H -4.3927 0.2947 -3.2767 0.24 0.06 -0.03 0.435
H -4.2732 -0.4609 -1.7362 0.26 -0.25 0.09 -0.134
H -1.0549 -0.6145 -4.3217 0.07 -0.15 0.19 -0.282
H -1.9304 0.8056 -5.8090 0.00 -0.25 -0.08 0.318
H -2.9221 1.5213 -4.5707 -0.05 -0.12 0.15 0.241
H -3.5369 0.1178 -5.4393 0.06 -0.02 -0.14 0.432
C 0.8387 3.4980 -3.3726 -0.32 -1.00 0.73 -0.507
C 1.9487 2.7930 -4.1277 0.43 1.41 -0.07 0.569
O 2.9164 2.3354 -3.5394 -0.19 -0.68 -0.05 -0.618
N 1.8162 2.8063 -5.4772 0.21 0.04 -0.24 -0.097
C 2.7856 2.2138 -6.3855 -0.30 -0.16 -0.01 -0.996
H -0.0900 2.9416 -3.5403 -0.06 0.22 -0.13 -0.016
H 0.6650 4.5551 -3.5586 0.23 -0.01 -0.36 0.543
H 1.0700 3.3660 -2.3153 -0.01 0.23 0.02 -0.066
H 1.2357 3.5308 -5.8652 -0.33 -0.22 0.10 0.279
H 3.3235 2.9713 -6.9571 0.14 0.05 0.18 0.382
H 2.2630 1.5695 -7.0939 0.03 -0.01 0.01 0.267
H 3.4638 1.6016 -5.7994 0.12 0.08 -0.05 0.288
C -6.8253 4.8802 -2.0469 -0.17 -0.38 -0.21 -0.772
O -6.3389 3.9499 -1.0646 0.11 0.58 0.39 -0.274
P -5.2083 2.9285 -1.4307 -0.20 -0.96 -0.24 0.430
O -5.4473 2.1944 -2.6743 0.17 -0.02 -0.09 -0.761
O -3.8751 3.7510 -1.3762 0.30 0.69 0.21 -0.283
C -2.6173 3.0562 -1.5372 -0.61 -0.07 -0.64 0.968
O -5.1300 1.9687 -0.1699 -0.25 0.25 -0.14 0.285
C -5.0181 2.5364 1.1383 0.33 -0.28 0.98 -0.177
H -7.8868 4.6762 -2.1589 -0.06 0.16 -0.02 0.270
H -6.3430 4.7131 -3.0087 0.04 0.04 0.00 0.318
H -6.6626 5.9006 -1.7142 0.08 -0.02 0.15 0.262
H -1.9296 3.4055 -0.7815 -0.02 -0.09 0.09 -0.559
H -2.2644 3.2848 -2.5429 0.20 0.04 0.08 0.065
H -2.7902 1.9805 -1.4878 0.21 -0.02 0.20 -0.177
H -5.8236 2.1436 1.7603 -0.16 0.13 -0.17 0.072
H -5.0185 3.6244 1.1631 -0.18 0.02 -0.29 0.489
H -4.0843 2.2149 1.6104 0.07 -0.04 -0.32 -0.206
C 1.2704 -6.5347 1.3465 0.27 -0.18 0.16 -0.957
O 0.6369 -5.7204 0.3603 0.05 0.42 0.09 0.062
P -0.9479 -5.6442 0.3118 -0.07 -0.63 -0.21 -0.150
O -1.5601 -6.9489 0.0794 -0.25 -0.07 0.07 -0.765
O -1.1909 -4.5211 -0.7610 0.23 0.05 0.03 1.192
C -0.7262 -4.7211 -2.1083 -0.16 0.18 -0.39 -1.016
O -1.4591 -4.9816 1.6434 -0.13 0.31 0.10 -0.349
C -1.2249 -3.5999 1.9731 0.39 -0.15 -0.18 -0.134
H 1.7415 -5.8850 2.0857 -0.08 -0.03 0.03 0.298
H 2.0459 -7.1281 0.8655 -0.05 0.05 -0.11 0.244
H 0.5699 -7.2130 1.8334 -0.07 0.06 -0.03 0.395
H -0.3761 -3.7539 -2.4599 0.00 -0.01 -0.01 0.000
H -1.5637 -5.0451 -2.7249 -0.03 0.00 0.06 0.413
H 0.0724 -5.4596 -2.1753 0.03 0.01 0.22 0.429
H -0.5844 -3.1162 1.2353 -0.04 -0.02 -0.02 -0.007
H -0.7272 -3.5821 2.9392 -0.14 0.11 0.10 0.361
H -2.1757 -3.0756 1.9972 -0.06 -0.04 0.13 0.163
C 5.4488 -2.7357 -1.4921 0.05 0.89 0.48 -0.668
O 4.9374 -4.0155 -1.8688 0.46 -0.01 -0.05 -0.434
P 3.6799 -4.1140 -2.7989 -0.94 -0.46 0.48 0.278
O 3.7754 -3.8202 -4.2223 0.19 0.31 -0.15 -0.663
O 2.5516 -3.2370 -2.0911 0.17 0.47 -0.25 0.918
C 2.3207 -3.3039 -0.6853 0.19 0.26 0.30 0.411
O 3.2127 -5.5864 -2.4478 0.38 -0.32 -0.10 -0.259
C 2.7328 -6.4228 -3.5010 -0.24 -0.19 -0.22 -0.564
H 5.2512 -2.5685 -0.4329 -0.06 -0.09 -0.02 0.257
H 5.0031 -1.9187 -2.0642 -0.09 -0.12 -0.08 0.264
H 6.5273 -2.6515 -1.6030 0.00 -0.50 -0.26 0.372
H 2.7480 -4.2033 -0.2469 -0.18 -0.12 -0.05 0.462
H 1.2475 -3.2579 -0.5195 -0.03 -0.19 -0.03 -0.321
H 2.7755 -2.4429 -0.1873 0.03 0.02 -0.16 -0.711
H 3.5141 -6.6765 -4.2166 0.11 0.13 0.10 0.275
H 1.9234 -5.9317 -4.0444 0.00 -0.04 0.04 0.108
H 2.3663 -7.3365 -3.0397 -0.03 0.05 0.07 0.282
C 0.8385 0.7442 3.1824 -0.08 0.28 0.05 -0.480
O 0.7778 0.9078 1.7510 -0.19 -0.27 0.15 0.559
P -0.6637 1.1025 1.1505 0.32 0.09 -0.21 0.202
O -1.4849 2.1126 1.8139 -0.36 0.21 0.04 -1.281
O -0.4023 1.4352 -0.3638 0.00 -0.06 -0.02 0.519
C 0.3973 0.5486 -1.1542 0.53 -0.16 -0.27 -0.455
O -1.2365 -0.3751 1.1850 0.00 0.10 -0.18 -0.074
C -2.5817 -0.5050 0.7250 -1.46 -0.27 0.01 0.864
H 1.3885 -0.1729 3.3754 0.14 0.08 0.15 0.412
H -0.1535 0.6803 3.6323 -0.07 -0.15 -0.15 0.070
H 1.3058 1.6367 3.5973 0.30 -0.15 0.02 -0.209
H 1.4254 0.9173 -1.1817 -0.04 0.02 0.09 0.287
H 0.0204 0.5281 -2.1729 -0.29 0.16 0.07 -0.028
H 0.3753 -0.4713 -0.7695 -0.07 0.02 0.05 0.372
H -2.6883 -1.2658 -0.0486 0.51 -0.11 0.07 -0.398
H -3.0393 0.4030 0.3183 0.52 0.21 0.01 -0.475
H -3.2225 -0.7608 1.5696 0.18 -0.16 0.12 0.097
C 3.2476 0.9158 5.9315 -0.09 -0.18 0.21 -0.782
O 3.8769 1.6354 4.8677 0.14 -0.20 -0.12 -0.025
P 3.7968 3.2149 4.8688 0.34 -0.18 -0.27 1.231
O 2.4845 3.8128 4.6524 -0.39 0.18 0.17 -0.894
O 4.4394 3.6291 6.2502 -0.25 0.37 0.39 -0.385
C 5.6817 3.0867 6.7033 0.30 0.04 -0.61 -0.566
O 4.8756 3.5294 3.7675 0.08 -0.13 0.02 -0.042
C 4.8274 4.7406 3.0053 0.71 0.05 -0.58 -0.659
H 2.8563 1.5843 6.6994 -0.10 0.01 -0.07 0.472
H 3.9658 0.2448 6.4018 0.15 0.08 -0.14 0.227
H 2.4466 0.3063 5.5193 -0.09 0.10 -0.01 0.100
H 6.3050 3.9069 7.0507 -0.16 0.01 0.26 0.288
H 6.2204 2.6260 5.8712 -0.07 -0.15 0.09 0.146
H 5.4960 2.3548 7.4846 0.04 0.04 0.09 0.272
H 3.9698 5.3567 3.2559 -0.06 -0.03 0.01 0.367
H 4.8304 4.4746 1.9492 -0.42 -0.10 0.07 0.053
H 5.7667 5.2816 3.1383 -0.15 0.05 0.46 0.284
C 0.0855 -3.5221 -6.1781 -0.29 -0.40 -0.22 -0.466
O 1.3350 -2.8662 -6.3747 0.15 -0.18 0.11 -0.211
P 1.3783 -1.3031 -6.5769 -0.01 0.29 -0.46 0.437
O 0.6414 -0.7800 -7.7249 -0.20 -0.03 -0.02 -0.841
O 0.8843 -0.6744 -5.2214 0.00 0.33 0.27 0.293
C 1.5344 -1.0253 -3.9838 -0.07 -0.36 0.35 0.067
O 2.9200 -0.9923 -6.5589 0.08 -0.23 0.23 -0.113
C 3.7320 -1.3209 -7.6800 0.33 0.05 -0.58 -0.901
H 0.1718 -4.1972 -5.3273 0.08 0.18 0.12 -0.013
H -0.1486 -4.1326 -7.0508 0.07 0.13 -0.07 0.352
H -0.7383 -2.8239 -6.0242 0.06 0.06 0.09 0.250
H 0.8393 -1.6487 -3.4175 0.07 0.03 0.06 -0.265
H 1.7533 -0.1152 -3.4306 0.04 0.09 -0.16 -0.338
H 2.4527 -1.5871 -4.1402 -0.03 0.01 -0.15 0.650
H 3.3751 -2.1930 -8.2290 -0.10 -0.07 0.21 0.311
H 4.7403 -1.5142 -7.3238 -0.06 -0.03 0.13 0.267
H 3.7606 -0.4862 -8.3839 -0.08 0.06 0.13 0.286
C -0.8021 2.3905 6.2264 0.29 0.63 0.16 -0.670
O -2.1946 2.7047 6.3111 -0.04 0.17 -0.28 -0.296
P -3.1839 1.5909 6.8193 -0.01 0.15 -0.16 0.984
O -2.7795 0.8791 8.0160 0.17 -0.49 0.56 -0.732
O -4.4953 2.4609 6.8969 -0.19 0.15 0.03 -0.338
C -5.6995 1.7744 7.2491 -0.44 -0.11 0.24 -0.597
O -3.4231 0.5948 5.6118 0.08 -0.05 -0.07 -0.322
C -3.7940 1.1129 4.3326 -0.29 -0.51 -0.82 -0.323
H -0.3742 3.0674 5.4873 -0.04 -0.24 -0.17 0.243
H -0.6318 1.3468 5.9676 0.00 -0.03 -0.04 0.267
H -0.3196 2.6331 7.1744 -0.09 -0.26 0.07 0.336
H -6.3843 1.7851 6.4025 0.06 0.05 -0.05 0.113
H -6.1598 2.2834 8.0939 0.06 0.14 -0.07 0.299
H -5.5346 0.7404 7.5555 0.22 0.02 -0.10 0.343
H -3.0203 0.8563 3.6056 0.18 0.28 0.16 0.043
H -3.9739 2.1861 4.3273 0.14 0.05 0.14 0.534
H -4.6944 0.5982 3.9806 0.00 0.13 0.36 -0.010
C 3.8126 0.2677 1.0218 -0.65 -0.01 0.24 0.172
O 5.0424 0.7158 1.5854 -0.27 0.03 0.37 0.246
P 6.4004 0.1607 0.9917 -0.48 -0.01 0.11 0.754
O 6.6620 -1.2414 1.2790 0.12 -0.47 -0.08 -0.782
O 6.3063 0.4916 -0.5342 0.36 0.00 -0.59 -0.368
C 6.0567 1.8309 -0.9945 -0.77 -0.14 -0.35 -0.337
O 7.4238 1.2076 1.5460 0.43 0.44 0.10 -0.299
C 7.7420 1.1921 2.9397 -0.07 -0.36 0.35 -0.417
H 3.3194 1.1350 0.5894 0.03 -0.12 -0.40 0.096
H 3.1193 -0.0937 1.7816 0.39 0.04 0.35 -0.030
H 3.9349 -0.5605 0.3230 0.20 0.24 -0.25 -0.353
H 6.9586 2.2496 -1.4283 0.14 0.08 0.28 0.287
H 5.6236 2.4351 -0.1984 0.34 0.15 0.08 0.065
H 5.2953 1.7744 -1.7754 0.10 -0.13 -0.03 0.140
H 8.3564 0.3230 3.1787 0.04 0.03 -0.11 0.345
H 6.8279 1.1326 3.5350 0.01 0.18 -0.02 -0.047
H 8.2870 2.1011 3.1727 -0.04 0.07 -0.10 0.259
Cl -5.3829 -6.2099 -1.7483 0.23 -0.04 -0.08 -0.229
C -4.8082 -5.4418 -0.2315 -0.48 -0.78 -0.06 -0.309
C -4.5878 -3.9747 -0.4039 0.70 0.28 0.84 0.657
Cl -6.0856 -3.1304 -0.8299 -0.10 0.19 -0.23 -0.187
H -3.9237 -5.9818 0.0994 0.26 0.17 -0.22 0.074
H -5.5929 -5.6718 0.4868 -0.02 0.32 0.07 0.460
H -3.7691 -3.7235 -1.0780 -0.34 -0.07 -0.42 -0.258
H -4.2660 -3.5675 0.5607 -0.18 -0.04 0.04 -0.175
Cl -5.8089 -1.0821 2.1140 0.03 -0.01 0.13 0.016
C -7.5169 -1.4873 2.4867 0.35 0.07 -0.10 -0.776
C -8.3530 -0.2334 2.5111 -0.04 -0.09 -0.01 -0.412
Cl -7.9396 0.7750 3.9294 0.04 0.10 -0.08 -0.136
H -7.5294 -1.9845 3.4520 0.00 -0.10 -0.04 0.345
H -7.7965 -2.1691 1.6870 -0.30 0.03 0.06 0.318
H -9.4098 -0.4669 2.6145 0.00 -0.11 -0.07 0.396
H -8.1904 0.3512 1.6094 -0.02 0.10 0.05 0.207
Cl -0.5883 5.6369 -0.3677 -0.01 0.03 -0.21 -0.116
C 0.5270 5.8648 0.9819 0.57 0.62 0.63 -0.712
C 0.8096 4.6076 1.7540 0.20 -0.52 0.14 0.797
Cl 2.1759 3.7062 0.9912 -0.10 -0.05 -0.15 -0.143
H 0.1345 6.6427 1.6377 -0.38 -0.22 0.00 0.436
H 1.4694 6.2750 0.6209 -0.10 -0.09 -0.32 0.355
H -0.0288 3.9157 1.7927 -0.10 0.11 -0.06 -0.652
H 1.1475 4.7925 2.7721 -0.01 0.22 -0.02 0.214
```
Positions in Å, forces in eV/Å.